The following is a DFT calculation (ωB97M-V with the def2-TZVPD basis set) of a molecular structure, C10H16F2NbO9 at a distorted geometry.

```
38
Properties=species:S:1:pos:R:3:forces:R:3:lowdin_charge:R:1
C 3.131846 -0.784883 -2.611723 0.397 0.031 -0.485 0.01
C 2.693958 0.468924 -1.918948 -0.011 0.046 -1.978 -0.54
O 2.591203 0.481404 -0.751566 0.127 0.192 2.994 0.11
O 2.389509 1.598050 -2.637433 -0.018 -1.122 0.041 0.06
C 1.044932 1.567601 -3.160588 -0.537 -0.514 2.541 -0.60
O 0.938523 1.834274 -4.277338 -0.007 1.287 -4.065 0.11
C -0.101565 1.277088 -2.279417 1.365 -0.183 1.166 -0.32
Nb -1.294044 -0.621358 -2.730451 -0.039 1.151 -0.113 0.97
H 3.550835 -1.426588 -1.848230 0.008 -0.158 0.126 0.08
H 3.884926 -0.624153 -3.381456 -0.124 0.221 -0.118 0.09
H 2.277506 -1.300240 -3.047335 -0.161 0.144 -0.075 0.05
H -0.746071 2.154522 -2.321005 -0.396 -0.166 -0.279 0.06
H 0.231364 1.198448 -1.242471 -0.096 0.005 0.059 0.01
H 0.189072 -1.586208 -2.191884 0.049 -0.303 0.104 -0.16
H -0.741208 -0.732845 -4.478464 -0.231 -0.281 -0.368 -0.18
H -2.830228 0.283411 -3.218811 -0.231 -0.171 -0.045 -0.20
H -1.955911 -0.573358 -1.001445 -0.259 -0.130 -0.011 -0.16
H -2.162062 -2.229890 -2.880882 0.400 -0.017 0.231 -0.20
C -2.651584 -1.969485 3.436268 -0.216 0.115 0.297 -0.07
C -1.557250 -1.808103 2.412489 0.058 -0.623 -0.044 -0.33
O -2.112376 -2.397527 1.258357 -0.499 0.211 0.322 0.11
C -3.464589 -2.230540 1.349254 0.069 -0.032 -0.332 -0.55
O -4.224706 -2.346940 0.455784 -0.189 -0.189 0.054 0.17
O -3.823711 -1.892902 2.627899 0.228 -0.017 -0.070 0.06
F -0.445542 -2.507071 2.770507 0.004 0.030 0.000 0.06
H -2.609078 -2.941935 3.932069 0.147 -0.037 -0.105 0.14
H -2.645892 -1.185959 4.191701 -0.163 0.075 -0.113 0.13
H -1.292704 -0.784203 2.194806 0.073 0.083 -0.010 0.14
C 1.756530 1.795348 2.922142 0.264 0.039 0.291 -0.06
C 1.161165 1.028632 1.770116 -0.014 -0.244 -0.001 -0.30
O 0.142026 1.901885 1.313212 0.389 0.332 0.090 0.13
C 0.550067 3.169502 1.608163 -0.162 -0.004 -0.062 -0.54
O 0.081188 4.154672 1.151997 -0.055 0.090 0.063 0.18
O 1.576824 3.149609 2.505594 -0.152 -0.169 -0.148 0.07
F 0.589879 -0.135428 2.189120 0.293 0.288 0.036 0.05
H 1.212841 1.626512 3.854463 -0.105 -0.100 -0.074 0.14
H 2.808867 1.570529 3.079131 0.034 0.198 -0.099 0.14
H 1.855460 0.819204 0.956372 -0.241 -0.079 0.179 0.13
```
Forces are in eV/Å.

For the HOMO-LUMO gap, the calculation gives 0.2787 Eh. The net charge is -1. The calculation puts the total energy at -36036.463 eV. The HOMO energy comes out at -5.288 eV. The LUMO energy is 2.30 eV.